{"formula": "C5H7F", "method": "ωB97M-V with the def2-TZVPD basis set", "species": ["C", "C", "C", "C", "C", "H", "H", "H", "H", "H", "H", "H", "F"], "xyz": [[-0.33, 0.65, -1.03], [0.44, 1.32, -0.06], [0.63, 0.38, 1.07], [0.29, -0.99, 0.40], [-0.73, -0.68, -0.73], [0.69, 2.36, 0.01], [-0.20, 0.47, 1.81], [1.56, 0.45, 1.49], [1.17, -1.46, -0.06], [-0.14, -1.67, 1.12], [-0.80, -1.33, -1.62], [-1.76, -0.72, -0.30], [-0.81, 1.22, -2.11]], "lowdin_charge": [-0.35, 0.00, -0.19, -0.17, -0.14, 0.10, 0.12, 0.08, 0.11, 0.09, 0.13, 0.14, 0.09], "multiplicity": 1, "charge": 0, "e_homo_ev": -8.601, "homo_lumo_gap_ev": 9.8, "fmax_ev_per_a": 5.36, "e_tot_ha": -294.5409}